1.
Formula: C2H9InO4
Source: the Open Molecules 2025 dataset
Level of theory: ωB97M-V with the def2-TZVPD basis set

XYZ file:
```
16
C2H9InO4, DFT ωB97M-V with the def2-TZVPD basis set
In -12.61 15.28 25.20
O -10.76 17.44 24.85
H -10.01 17.40 24.23
O -14.62 15.03 27.18
H -15.23 15.76 26.99
O -14.16 13.18 23.96
H -15.08 13.21 24.24
C -15.23 18.51 22.94
C -15.91 17.37 23.63
O -15.03 16.26 23.81
H -14.91 18.29 21.92
H -14.30 18.78 23.46
H -15.86 19.40 22.89
H -16.76 17.06 23.02
H -16.25 17.64 24.63
H -15.27 15.55 23.21
```

Properties
HOMO-LUMO gap   0.18617 hartree
LUMO   -4.62 eV
Energy above the lowest of the compared OMol25 structures with the same formula, charge and spin   109.0 kJ/mol
E   -15575.7273 eV
E_HOMO   -9.68 eV

Mulliken population analysis, charges in e, atoms 1 to 4:
1. In 1.133
2. O -0.650
3. H 0.254
4. O -0.652

---

2.
Formula: C2H9N2
Source: the Open Molecules 2025 dataset
Level of theory: ωB97M-V with the def2-TZVPD basis set

XYZ file:
```
13
C2H9N2, DFT ωB97M-V with the def2-TZVPD basis set
N -1.86 -1.74 0.05
H -0.73 -0.05 0.40
H -2.62 -1.18 0.23
H -1.98 -2.21 -0.88
H -1.91 -2.52 0.78
C 1.75 1.91 -0.47
C 1.01 0.79 -0.50
N 0.41 0.05 0.63
H 2.12 2.41 0.44
H 1.99 2.54 -1.33
H 0.58 0.62 -1.48
H 0.66 0.33 1.70
H 0.58 -0.94 0.43
```

Properties
HOMO-LUMO gap   0.41950 hartree
LUMO   -3.59 eV
Energy above the lowest of the compared OMol25 structures with the same formula, charge and spin   180.5 kJ/mol
E   -5192.0837 eV
E_HOMO   -15.01 eV
Net charge   +1

Mulliken population analysis, charges in e, atoms 1 to 4:
1. N -0.850
2. H 0.436
3. H 0.297
4. H 0.271

---

3.
Formula: C2H9N2O
Source: the Open Molecules 2025 dataset
Level of theory: ωB97M-V with the def2-TZVPD basis set

XYZ file:
```
14
C2H9N2O, DFT ωB97M-V with the def2-TZVPD basis set
C -0.84 0.16 0.63
N -1.62 -0.25 -0.70
H -0.62 1.22 0.53
H -1.43 -0.20 1.47
H -1.67 0.61 -1.27
H -1.02 -0.98 -1.15
N 0.40 -0.53 0.65
C 1.50 -0.10 -0.25
O 1.62 1.30 -0.13
H 0.64 -1.39 1.11
H -2.58 -0.55 -0.38
H 1.26 -0.33 -1.29
H 2.46 -0.55 0.03
H 1.90 1.58 0.74
```

Properties
Multiplicity   2
HOMO-LUMO gap (spin up / spin down)   0.15773 / 0.38311 hartree
LUMO (spin up / spin down)   0.80 / 0.57 eV
Energy above the lowest of the compared OMol25 structures with the same formula, charge and spin   197.7 kJ/mol
E   -7243.6493 eV
E_HOMO (spin up / spin down)   -3.49 / -9.86 eV
⟨S²⟩   0.751

Mulliken population analysis, charges in e, atoms 1 to 4:
1. C -1.069
2. N -2.173
3. H 0.333
4. H 0.593

---

4.
Formula: C2H9N2O
Source: the Open Molecules 2025 dataset
Level of theory: ωB97M-V with the def2-TZVPD basis set

XYZ file:
```
14
C2H9N2O, DFT ωB97M-V with the def2-TZVPD basis set
C -0.96 -0.25 0.44
N -0.13 -1.62 0.59
H -1.34 -0.33 -0.57
H -1.83 -0.42 1.07
H -0.54 -2.34 0.00
H 0.79 -1.38 0.19
N -0.17 0.85 0.60
C 0.48 1.39 -0.57
O 0.91 0.30 -1.35
H 0.31 1.05 1.47
H -0.04 -1.94 1.55
H 1.30 2.02 -0.21
H -0.21 2.04 -1.13
H 1.45 0.62 -2.08
```

Properties
HOMO-LUMO gap   0.40504 hartree
LUMO   -3.37 eV
Energy above the lowest of the compared OMol25 structures with the same formula, charge and spin   148.0 kJ/mol
E   -7240.8219 eV
SMILES   [NH3+]CNCO
E_HOMO   -14.39 eV
Net charge   +1

Mulliken population analysis, charges in e, atoms 1 to 4:
1. C -0.578
2. N -0.378
3. H 0.398
4. H 0.403

---

5.
Formula: C2H9N2O
Source: the Open Molecules 2025 dataset
Level of theory: ωB97M-V with the def2-TZVPD basis set

XYZ file:
```
14
C2H9N2O, DFT ωB97M-V with the def2-TZVPD basis set
C 0.28 1.56 -1.41
N -1.29 -1.15 0.50
C -0.96 -0.01 -0.09
N 0.21 0.35 -0.56
H 1.24 2.03 -1.24
H -0.52 2.23 -1.12
H 0.18 1.31 -2.46
H -0.57 -1.68 0.97
H -2.26 -1.31 0.68
H -1.80 0.53 -0.51
H 0.99 -0.28 -0.55
H 1.80 -0.48 1.77
H 1.39 -1.81 2.40
O 1.30 -1.29 1.60
```

Properties
HOMO-LUMO gap   0.42748 hartree
LUMO   -3.54 eV
Energy above the lowest of the compared OMol25 structures with the same formula, charge and spin   72.6 kJ/mol
E   -7241.6037 eV
E_HOMO   -15.18 eV
Net charge   +1

Mulliken population analysis, charges in e, atoms 1 to 4:
1. C -0.830
2. N -0.232
3. C 0.135
4. N -0.155

---

6.
Formula: C2H9N2O
Source: the Open Molecules 2025 dataset
Level of theory: ωB97M-V with the def2-TZVPD basis set

XYZ file:
```
14
C2H9N2O, DFT ωB97M-V with the def2-TZVPD basis set
C 1.14 -0.08 1.60
N -1.05 0.89 -1.13
C -0.30 0.93 0.03
N 0.45 -0.15 0.35
H 2.07 0.47 1.43
H 1.39 -1.08 1.90
H 0.57 0.41 2.39
H -1.62 1.68 -1.37
H -0.94 1.19 0.89
H 0.43 1.78 -0.07
H -0.41 -2.77 -1.76
H -1.01 0.10 -1.78
H -0.19 -1.54 -0.80
O -0.51 -1.82 -1.67
```

Properties
HOMO-LUMO gap   0.24704 hartree
LUMO   -8.29 eV
Energy above the lowest of the compared OMol25 structures with the same formula, charge and spin   531.7 kJ/mol
E   -7236.8451 eV
E_HOMO   -15.02 eV
Net charge   +1

Mulliken population analysis, charges in e, atoms 1 to 4:
1. C -0.796
2. N -0.314
3. C -0.130
4. N -0.201

---

Q: The lowest energy above the lowest of the compared OMol25 structures with the same formula, charge and spin belongs to which entry?
A: number 5